[1]
DFT (the ωB97M-V functional and the def2-TZVPD basis) results for a cluster of 2 separate species, C3H6N2O2 in total at a distorted geometry.

Geometry as XYZ:
```
13
Properties=species:S:1:pos:R:3:nbo_charge:R:1
O 4.359 1.187 -0.002 -0.55
C 3.333 0.889 0.568 0.68
C 2.510 1.689 1.567 -0.38
N 1.184 1.094 1.574 -0.44
C 1.216 0.080 0.794 0.25
N 2.445 -0.184 0.226 -0.67
H 2.978 1.642 2.562 0.24
H 2.467 2.748 1.273 0.24
H 0.363 -0.562 0.572 0.20
H 2.609 -0.828 -0.538 0.42
O 4.804 -1.088 2.203 -0.94
H 3.928 -1.592 2.019 0.47
H 4.821 -0.950 3.154 0.47
```

* SMILES: O=C1CN=CN1.O
* total charge: 0
* HOMO-LUMO gap: 10.23 eV
* energy: -10283.2702 eV
* E_LUMO: 0.54 eV

***

[2]
DFT (the ωB97M-V functional and the def2-TZVPD basis) results for the molecule C3H6N2O2 at a distorted geometry.

Geometry as XYZ:
```
13
Properties=species:S:1:pos:R:3:nbo_charge:R:1
H -1.785 1.154 1.010 0.42
N -1.091 1.138 0.274 -0.85
C 0.035 0.545 0.273 0.53
C 1.344 1.205 0.004 -0.69
N -0.096 -0.818 0.073 -0.25
O 0.847 -1.433 -0.770 -0.55
C -1.572 -1.085 -0.122 0.57
O -2.401 -1.171 0.739 -0.51
H 1.276 2.250 0.297 0.24
H 2.140 0.710 0.558 0.23
H 1.586 1.144 -1.057 0.25
H 1.369 -2.016 -0.199 0.48
H -1.651 -1.623 -1.081 0.13
```

* SMILES: [H]/N=C(/C)N(O)C=O
* total charge: 0
* HOMO-LUMO gap: 8.68 eV
* energy: -10279.4386 eV
* E_LUMO: 0.25 eV